Run a
2 unconnected molecules or ions with the total composition C5H16N3. Source: OMol25; level of theory: the ωB97M-V functional and the def2-TZVPD basis.

Summary:
HOMO: -14.3888 eV

ORCA input file:
```
! RIJCOSX wB97M-V def2-TZVPD def2/J DEFGRID3
* xyz 1 1
C 1.17 -0.09 -2.73
C 2.34 0.37 -1.88
H 0.82 -1.08 -2.38
H 0.43 0.68 -2.58
H 1.44 -0.26 -3.77
H 3.17 0.80 -2.49
H 2.87 -0.38 -1.28
H 2.10 1.16 -1.14
C 0.39 -1.06 0.78
C 1.62 -1.07 1.68
C -1.53 0.43 0.63
N -0.49 -0.02 1.36
N -1.27 1.19 -0.47
N -2.81 0.32 0.95
H 0.85 -0.97 -0.22
H -0.15 -2.00 0.93
H 2.39 -0.39 1.33
H 1.99 -2.14 1.74
H -0.40 0.21 2.34
H -0.39 1.66 -0.61
H -2.08 1.44 -1.01
H -3.11 -0.27 1.71
H -3.45 0.75 0.29
H 1.49 -1.01 2.76
*
```

Run b
A gas-phase ion, C5H16N3 (charge +1). Source: OMol25; level of theory: the ωB97M-V functional and the def2-TZVPD basis.

Summary:
HOMO: -11.5721 eV

ORCA input file:
```
! RIJCOSX wB97M-V def2-TZVPD def2/J DEFGRID3
* xyz 1 1
N -1.26 -0.79 3.04
C -1.62 0.33 2.30
N -1.19 0.38 0.80
C -0.89 -0.94 0.27
C -0.41 -0.82 -1.19
C 1.11 -0.60 -1.34
C 1.46 0.56 -2.28
N 2.30 1.59 -1.54
H -1.70 -1.68 3.03
H -0.27 -0.92 3.21
H -2.70 0.46 2.24
H -1.22 1.24 2.75
H -0.39 0.99 0.66
H -0.19 -1.59 0.82
H -1.82 -1.50 0.21
H -1.02 -0.08 -1.68
H -0.62 -1.83 -1.57
H 1.52 -0.46 -0.32
H 1.56 -1.53 -1.66
H 0.56 0.96 -2.72
H 2.07 0.19 -3.11
H 1.89 1.66 -0.61
H 3.24 1.25 -1.44
H 2.28 2.52 -1.99
*
```

Run c
3 unconnected molecules or ions with the total composition C5H16N3. Source: OMol25; level of theory: the ωB97M-V functional and the def2-TZVPD basis.

Summary:
HOMO: -12.3227 eV

ORCA input file:
```
! RIJCOSX wB97M-V def2-TZVPD def2/J DEFGRID3
* xyz 1 1
C -1.17 -0.37 -2.35
C -0.37 1.57 -0.92
C -0.51 -0.58 0.18
C 2.85 0.86 1.31
C -0.66 0.14 -1.06
N -2.73 -0.50 1.82
N 2.20 -0.10 0.77
N 2.89 -1.22 0.39
H -0.78 -1.44 -2.67
H -2.28 -0.32 -2.50
H -0.90 0.31 -3.07
H -0.24 1.82 0.10
H -1.14 2.28 -1.30
H 3.98 0.85 1.31
H 0.20 -0.11 0.90
H -0.41 -1.66 -0.05
H -1.43 -0.61 0.76
H 2.59 1.76 1.79
H -3.35 0.28 1.73
H -2.53 -0.61 2.79
H 0.62 1.71 -1.32
H 2.49 -1.61 -0.42
H -3.19 -1.29 1.43
H 3.89 -1.15 0.37
*
```

Run d
A gas-phase ion, C5H16N3 (charge +1). Source: OMol25; level of theory: the ωB97M-V functional and the def2-TZVPD basis.

Summary:
HOMO: -12.2455 eV

ORCA input file:
```
! RIJCOSX wB97M-V def2-TZVPD def2/J DEFGRID3
* xyz 1 1
C -0.23 1.78 -1.81
C -0.52 2.00 -0.32
N -1.97 1.60 -0.06
C 0.39 1.22 0.62
N -0.13 -0.14 0.71
C 0.73 -1.20 0.08
C 1.04 -2.38 1.00
N 0.93 -3.73 0.50
H 0.17 0.79 -1.98
H 0.55 2.51 -2.04
H -1.02 2.18 -2.45
H -0.50 3.06 -0.10
H -2.44 2.13 0.67
H -1.95 0.61 0.27
H -2.53 1.76 -0.90
H 1.42 1.28 0.26
H 0.46 1.73 1.58
H -0.16 -0.44 1.68
H 1.68 -0.74 -0.20
H 0.22 -1.56 -0.81
H 0.42 -2.34 1.90
H 2.05 -2.23 1.41
H 1.39 -3.85 -0.40
H -0.02 -4.05 0.39
*
```

Q: Which of them is the most stable? A: run a.

Run a
C4H3NO2S in the gas phase. Source: OMol25; level of theory: the ωB97M-V functional and the def2-TZVPD basis.

Summary:
HOMO: -9.0995 eV

ORCA input file:
```
! RIJCOSX wB97M-V def2-TZVPD def2/J DEFGRID3
* xyz 0 1
O -1.77 -0.83 -0.23
C -0.92 -0.02 -0.40
N -0.95 1.07 -1.26
C 0.07 1.75 -1.02
O 1.01 1.17 -0.19
C 0.26 0.11 0.29
C 0.90 -0.91 0.97
S 0.14 -2.41 1.51
H 0.31 2.69 -1.76
H 1.93 -0.72 1.15
H -0.98 -1.89 0.96
*
```

Run b
A molecular structure, C4H3NO2S. Source: OMol25; level of theory: the ωB97M-V functional and the def2-TZVPD basis.

Summary:
HOMO: -9.5972 eV

ORCA input file:
```
! RIJCOSX wB97M-V def2-TZVPD def2/J DEFGRID3
* xyz 0 1
C 0.77 -0.45 0.03
C 0.56 -1.16 1.08
C -0.62 -0.09 -0.25
C -1.13 1.07 -1.02
H 1.46 1.62 -0.30
H 1.32 -1.91 1.73
H -0.25 1.93 -1.39
N -1.42 -0.64 0.57
O -0.67 -1.46 1.42
O -2.34 1.05 -1.43
S 2.33 0.04 -0.44
*
```

Q: Which of them is the most stable? A: run a.

Run a
A molecular structure, C22H30Cl2IrN2O2SeSi2. Source: OMol25; level of theory: the ωB97M-V functional and the def2-TZVPD basis.

Summary:
HOMO (spin up / spin down): -13.6025 / -13.5875 eV
Expectation value of S²: 0.756

ORCA input file:
```
! RIJCOSX wB97M-V def2-TZVPD def2/J DEFGRID3
* xyz 2 2
Ir -0.33 -0.51 -0.75
Cl -5.04 -6.07 -1.29
C -4.19 -4.58 -1.18
C -4.67 -3.46 -1.88
C -4.01 -2.26 -1.81
Cl -4.61 -0.89 -2.67
C -2.83 -2.10 -1.05
O -2.30 -0.91 -0.97
C -2.36 -3.25 -0.36
C -1.23 -3.19 0.49
O -0.39 -2.26 0.59
C -3.06 -4.47 -0.43
H -5.57 -3.55 -2.48
H -1.07 -4.04 1.16
H -2.69 -5.33 0.13
C 2.26 -2.05 2.44
N 2.43 -0.60 2.40
C 2.36 0.20 1.34
Se 2.06 -0.31 -0.47
N 2.67 1.45 1.71
C 2.94 1.48 3.08
C 3.30 2.51 3.94
C 3.50 2.16 5.25
C 3.35 0.83 5.70
C 2.99 -0.19 4.85
C 2.79 0.17 3.52
H 2.09 -2.42 1.43
H 1.41 -2.30 3.07
H 3.17 -2.50 2.85
H 2.70 2.23 1.07
H 3.43 3.53 3.59
H 3.79 2.92 5.97
H 3.52 0.61 6.75
H 2.87 -1.21 5.19
C -2.30 3.37 -0.19
Si -0.79 2.33 -0.40
C 0.79 3.30 -0.30
C -0.84 1.00 1.02
C -0.87 1.16 -1.83
Si 0.04 0.72 -3.39
C 0.25 -1.16 -2.94
C 1.70 1.49 -3.66
C -1.06 0.87 -4.87
H -2.28 3.92 0.75
H -3.21 2.77 -0.23
H -2.35 4.11 -1.00
H 0.99 3.65 0.71
H 0.69 4.20 -0.92
H 1.64 2.74 -0.69
H -0.19 1.34 1.82
H -0.65 -0.11 1.12
H -1.88 1.00 1.35
H -1.93 0.99 -2.08
H 1.28 -1.52 -3.00
H -0.37 -1.74 -3.63
H -0.17 -1.76 -2.03
H 2.39 1.37 -2.82
H 1.58 2.56 -3.85
H 2.17 1.06 -4.55
H -1.99 0.30 -4.73
H -0.57 0.52 -5.78
H -1.34 1.92 -5.02
*
```

Run b
A molecular structure, C22H30Cl2IrN2O2SeSi2. Source: OMol25; level of theory: the ωB97M-V functional and the def2-TZVPD basis.

Summary:
HOMO (spin up / spin down): -13.5854 / -13.6023 eV
Expectation value of S²: 0.774

ORCA input file:
```
! RIJCOSX wB97M-V def2-TZVPD def2/J DEFGRID3
* xyz 2 2
Ir -0.40 0.38 -0.40
Cl -1.69 -5.58 3.75
C -1.70 -4.15 2.82
C -2.88 -3.75 2.17
C -2.92 -2.60 1.41
Cl -4.36 -2.13 0.60
C -1.77 -1.78 1.27
O -1.86 -0.69 0.56
C -0.60 -2.20 1.94
C 0.57 -1.39 1.90
O 0.66 -0.26 1.37
C -0.57 -3.38 2.70
H -3.77 -4.36 2.25
H 1.46 -1.77 2.40
H 0.34 -3.69 3.21
C 2.40 2.18 2.20
N 1.78 3.21 1.36
C 1.41 3.09 0.08
Se 1.58 1.55 -1.03
N 0.93 4.27 -0.34
C 0.98 5.19 0.70
C 0.59 6.53 0.78
C 0.76 7.13 2.01
C 1.30 6.44 3.11
C 1.69 5.12 3.02
C 1.52 4.51 1.78
H 2.61 1.31 1.59
H 1.72 1.91 3.00
H 3.32 2.57 2.61
H 0.63 4.44 -1.28
H 0.20 7.06 -0.07
H 0.48 8.17 2.13
H 1.42 6.96 4.05
H 2.11 4.60 3.87
C -4.49 2.37 -0.64
Si -2.67 2.58 -0.81
C -2.24 4.04 -1.89
C -1.87 2.75 0.90
C -1.97 0.95 -1.45
Si -1.41 0.36 -3.14
C -0.06 -0.90 -2.62
C -0.69 1.69 -4.21
C -2.84 -0.48 -3.95
H -4.93 3.24 -0.15
H -4.72 1.50 -0.03
H -5.00 2.26 -1.60
H -2.20 4.95 -1.28
H -3.01 4.19 -2.65
H -1.29 3.93 -2.42
H -1.41 3.73 1.05
H -1.09 1.99 1.14
H -2.63 2.61 1.67
H -2.72 0.20 -1.15
H 0.93 -0.61 -2.97
H -0.30 -1.90 -2.97
H 0.06 -1.08 -1.49
H 0.17 2.18 -3.75
H -1.43 2.44 -4.46
H -0.34 1.25 -5.14
H -3.20 -1.33 -3.36
H -2.55 -0.85 -4.94
H -3.67 0.21 -4.09
*
```

Q: Which of them is the most stable? A: run a.